Entry i
{
  "formula": "C2H7S3",
  "method": "the ωB97M-V functional and the def2-TZVPD basis",
  "lumo_energy_ev": 3.4,
  "gap_ev": 6.27,
  "e_homo_ev": -2.900,
  "charge": -1,
  "symbols": ["S", "H", "C", "H", "H", "H", "S", "H", "H", "S", "C", "H"],
  "coordinates": [[-0.910, -1.425, 0.699], [-1.761, 0.864, 0.337], [-2.152, -0.140, 0.569], [-3.628, -1.401, -0.360], [1.330, -0.857, -0.705], [-2.412, -0.705, -1.439], [0.846, 0.240, -0.127], [-2.776, -0.097, 1.487], [2.947, 1.867, 0.760], [2.654, 1.426, -0.510], [-3.074, -0.494, -0.601], [-3.789, 0.284, -0.885]],
  "mulliken_charge": [-0.5269, 0.2230, -0.4164, 0.2592, 0.1120, 0.2646, -0.0930, 0.2320, 0.0811, -0.4585, -1.0078, 0.3306]
}

Entry ii
{
  "formula": "C2H7S3",
  "method": "the ωB97M-V functional and the def2-TZVPD basis",
  "lumo_energy_ev": 3.5,
  "gap_ev": 5.76,
  "e_homo_ev": -2.296,
  "charge": -1,
  "symbols": ["S", "C", "H", "H", "H", "H", "S", "C", "H", "H", "S", "H"],
  "coordinates": [[0.177, 0.088, 2.587], [-0.909, 1.390, 1.932], [-0.328, -0.828, 1.739], [-0.881, 1.433, 0.843], [0.567, 1.101, -3.218], [-0.440, 1.524, -1.831], [-0.912, -1.257, -1.076], [0.542, 1.186, -2.130], [1.228, 1.987, -1.848], [-1.933, 1.131, 2.199], [0.914, -0.295, -1.183], [-0.657, 2.335, 2.400]],
  "mulliken_charge": [-0.2131, -0.4797, 0.0969, 0.0239, 0.3091, 0.2240, -0.7020, -0.8819, 0.2661, 0.2535, -0.1683, 0.2715]
}

Which structure loses on stability? entry i does.

Entry i
{
  "formula": "C8H14N4",
  "method": "the ωB97M-V functional and the def2-TZVPD basis",
  "lumo_energy_ev": -7.0,
  "gap_ev": 9.19,
  "e_homo_ev": -16.224,
  "charge": 2,
  "symbols": ["N", "H", "C", "H", "H", "N", "H", "H", "H", "C", "C", "H", "C", "H", "N", "C", "C", "C", "H", "C", "H", "N", "H", "H", "H", "H"],
  "coordinates": [[-1.081, -0.003, 0.187], [-0.552, 1.931, 1.716], [-2.738, -1.358, -0.333], [1.825, -0.107, -0.407], [-2.651, 2.749, 0.246], [3.879, -0.140, -0.514], [-0.385, -2.318, 1.698], [-1.099, 2.618, -0.601], [0.315, -2.508, 0.087], [-1.468, -1.342, 0.152], [-0.620, -2.447, 0.643], [5.493, -0.831, 0.486], [2.765, -0.273, -1.010], [5.488, 0.965, 0.016], [-3.092, -0.067, -0.607], [4.982, 0.005, 0.017], [-2.101, 0.757, -0.279], [-2.106, 2.213, -0.534], [-1.157, -3.386, 0.531], [0.210, 0.404, 0.567], [1.154, 1.796, 1.653], [0.260, 1.442, 1.334], [-3.386, -2.191, -0.517], [-3.981, 0.219, -1.000], [-2.615, 2.418, -1.475], [2.661, -0.548, -2.055]],
  "mulliken_charge": [0.3496, 0.2233, -0.6384, 0.2208, 0.3478, 0.1170, 0.3284, 0.3578, 0.2777, 0.6494, -1.2556, 0.2874, 0.1538, 0.2883, 0.0054, -0.1603, 0.7262, -1.5001, 0.3665, -0.6556, 0.2593, -0.1758, 0.4301, 0.2354, 0.4403, 0.3214]
}

Entry ii
{
  "formula": "C8H14N4",
  "method": "the ωB97M-V functional and the def2-TZVPD basis",
  "lumo_energy_ev": [-8.2, -8.2],
  "gap_ev": [8.31, 8.32],
  "e_homo_ev": [-16.539, -16.540],
  "charge": 2,
  "symbols": ["C", "H", "N", "H", "H", "C", "N", "C", "H", "N", "C", "H", "C", "H", "H", "H", "C", "N", "H", "H", "H", "H", "C", "H", "H", "C"],
  "coordinates": [[2.093, 0.481, -0.292], [2.511, -3.682, 0.633], [2.711, 0.717, -1.468], [-1.989, 2.255, -1.129], [-0.595, 1.537, -1.767], [-2.398, -1.431, -0.480], [-1.569, -0.580, 0.326], [-1.164, 0.636, 0.099], [3.246, 0.055, -1.963], [1.715, 1.552, 0.502], [0.735, 1.969, 1.141], [-3.461, -1.342, -0.145], [-1.518, 1.276, -1.240], [-2.382, -1.138, -1.497], [1.052, 2.791, 1.859], [-2.103, -2.470, -0.390], [-0.682, 1.472, 1.213], [1.713, -1.830, 0.384], [-2.290, 0.743, -1.829], [-1.225, 2.399, 1.320], [3.262, 1.650, -1.484], [1.171, -3.328, 1.864], [1.458, -0.735, -0.058], [-0.770, 0.966, 2.142], [-1.362, -1.066, 1.241], [1.842, -2.895, 1.019]],
  "mulliken_charge": [0.4092, 0.2847, -0.3911, 0.3855, 0.3242, -0.9796, -0.0615, 0.7406, 0.2741, -0.3972, -0.1308, 0.3960, -1.2736, 0.3489, 0.4306, 0.3324, -0.8458, 0.0154, 0.4065, 0.4651, 0.3376, 0.2579, 0.0435, 0.4245, 0.3704, -0.1674]
}

Which structure loses on stability? entry ii does.

Entry i
{
  "formula": "C5H11NOS",
  "method": "the ωB97M-V functional and the def2-TZVPD basis",
  "lumo_energy_ev": 0.6,
  "gap_ev": 9.78,
  "e_homo_ev": -9.227,
  "symbols": ["C", "C", "H", "N", "C", "H", "H", "H", "H", "C", "H", "S", "H", "C", "H", "H", "H", "O", "H"],
  "coordinates": [[2.111, 0.428, -0.493], [1.740, 0.804, 0.896], [1.574, 1.078, -1.169], [1.717, -1.563, 0.611], [-0.639, 0.934, -1.243], [1.466, -1.973, 1.648], [-2.402, 1.438, -0.479], [2.389, 0.612, 1.586], [1.498, 1.916, 0.780], [-0.468, -0.412, -0.503], [-0.142, 0.821, -2.187], [-1.493, -0.555, 1.034], [1.401, -2.543, 0.064], [1.050, -0.372, 0.144], [-0.537, -1.440, -0.943], [3.091, 0.161, -0.866], [-0.100, 1.849, -0.820], [-2.035, 1.276, -1.438], [-2.856, -0.593, 0.264]],
  "mulliken_charge": [-0.4999, -0.6127, 0.1330, -0.6362, -0.7760, 0.3119, 0.3464, 0.4425, 0.2274, 0.2881, 0.3965, -0.2746, 0.3009, -0.0812, 0.2847, 0.3144, 0.2229, -0.5273, 0.1395]
}

Entry ii
{
  "formula": "C5H11NOS",
  "method": "the ωB97M-V functional and the def2-TZVPD basis",
  "lumo_energy_ev": [-0.5, -1.3],
  "gap_ev": [8.32, 7.47],
  "e_homo_ev": [-8.848, -8.747],
  "symbols": ["H", "H", "N", "H", "S", "C", "H", "H", "H", "H", "H", "H", "O", "H", "H", "C", "C", "C", "C"],
  "coordinates": [[0.600, -2.884, -1.876], [0.527, -2.360, 1.945], [-0.226, 2.343, -0.983], [2.101, -2.153, -0.071], [-0.864, 0.772, 0.459], [-0.620, 3.521, -0.178], [0.105, -3.656, -0.300], [1.303, -0.768, -0.750], [-0.978, 4.391, -0.772], [-0.806, -2.137, -1.078], [-1.350, 3.031, 0.407], [1.598, -0.948, 1.769], [-2.176, 1.153, 0.964], [0.118, 3.838, 0.508], [-0.913, 2.117, -1.696], [1.148, -1.685, -0.136], [0.225, -2.632, -0.861], [-0.471, -0.567, 1.360], [0.679, -1.375, 1.288]],
  "mulliken_charge": [0.3299, 0.2830, -0.4971, 0.3417, 0.4764, -0.5904, 0.2714, 0.3032, 0.2739, 0.2162, 0.2851, 0.2590, -0.5525, 0.2458, 0.2797, -0.5080, -0.9589, -0.3746, -0.0838]
}

Entry iii
{
  "formula": "C5H11NOS",
  "method": "the ωB97M-V functional and the def2-TZVPD basis",
  "lumo_energy_ev": 0.8,
  "gap_ev": 9.61,
  "e_homo_ev": -8.796,
  "symbols": ["H", "H", "H", "H", "S", "H", "H", "H", "C", "H", "O", "C", "C", "H", "C", "H", "C", "N", "H"],
  "coordinates": [[-1.804, 0.438, 2.071], [3.754, -0.808, -1.241], [-2.220, 0.633, -0.889], [-1.704, -0.946, -0.311], [3.107, 0.049, -2.043], [1.670, 1.687, -1.066], [2.557, 0.796, 0.126], [0.340, -0.541, -1.535], [1.952, 0.684, -0.777], [-3.036, 1.325, 1.158], [0.508, -2.465, 0.001], [-2.491, 0.388, 1.215], [-1.721, 0.121, -0.073], [-3.209, -0.400, 1.418], [0.864, -1.355, 0.304], [-0.155, 1.042, 0.906], [0.704, -0.144, -0.590], [-0.356, 0.642, 0.002], [1.241, -1.148, 1.324]],
  "mulliken_charge": [0.3507, 0.1176, 0.2620, 0.3185, -0.1937, 0.3997, 0.3767, 0.3196, -1.0878, 0.2987, -0.4834, -1.1203, -0.3126, 0.3066, -0.0404, 0.2729, 0.2550, -0.3692, 0.3296]
}

Entry iv
{
  "formula": "C5H11NOS",
  "method": "the ωB97M-V functional and the def2-TZVPD basis",
  "lumo_energy_ev": 0.8,
  "gap_ev": 9.87,
  "e_homo_ev": -9.045,
  "symbols": ["C", "H", "H", "H", "H", "H", "H", "C", "H", "C", "C", "H", "S", "N", "C", "H", "H", "O", "H"],
  "coordinates": [[0.747, 0.099, 0.137], [-0.160, 0.276, -1.840], [0.207, 1.913, 1.205], [1.092, 2.207, -0.281], [-0.691, -2.115, -1.391], [1.955, 1.664, 1.208], [-2.370, 0.806, -0.941], [-0.441, 0.065, -0.846], [-0.515, -0.249, 1.883], [-0.964, -1.389, -0.620], [1.040, 1.555, 0.572], [1.028, -1.251, 1.920], [2.269, -0.568, -0.643], [-1.508, 0.968, -0.410], [0.238, -0.838, 1.238], [1.832, -1.805, -0.747], [-2.033, -1.341, -0.542], [-0.397, -1.934, 0.598], [-1.329, 1.936, -0.500]],
  "mulliken_charge": [0.9041, 0.4459, 0.4233, 0.4306, 0.2648, 0.3990, 0.2181, 0.1849, 0.2805, -0.7607, -1.8908, 0.3161, -0.2056, -0.7107, -0.6369, 0.1298, 0.4006, -0.3905, 0.1976]
}

Which structure loses on stability? entry ii does.

Entry i
{
  "formula": "C5H11NOS",
  "method": "the ωB97M-V functional and the def2-TZVPD basis",
  "lumo_energy_ev": 0.8,
  "gap_ev": 9.88,
  "e_homo_ev": -9.066,
  "symbols": ["C", "N", "H", "C", "O", "H", "H", "H", "C", "H", "H", "C", "H", "S", "H", "C", "H", "H", "H"],
  "coordinates": [[-0.424, -0.554, -0.191], [0.068, -0.021, 1.055], [-0.005, -1.033, -2.180], [-0.480, 2.320, 0.471], [-1.356, -2.674, -0.749], [-1.139, 0.188, -0.567], [-0.258, 3.328, 0.808], [1.218, -3.190, -1.262], [0.563, 1.362, 1.011], [0.823, -0.623, 1.374], [0.888, 1.587, 2.020], [-1.240, -1.792, 0.058], [-1.751, -1.828, 1.035], [1.807, -2.068, -0.819], [-0.538, 2.258, -0.607], [0.586, -0.809, -1.298], [1.237, 0.049, -1.443], [1.437, 1.421, 0.332], [-1.437, 2.080, 0.951]],
  "mulliken_charge": [0.1404, -0.3808, 0.4141, -1.1972, -0.4984, 0.2691, 0.3875, 0.1400, -0.3270, 0.3118, 0.4263, -0.2716, 0.4022, -0.2356, 0.2895, -0.8141, 0.3711, 0.2550, 0.3176]
}

Entry ii
{
  "formula": "C5H11NOS",
  "method": "the ωB97M-V functional and the def2-TZVPD basis",
  "lumo_energy_ev": 0.4,
  "gap_ev": 8.79,
  "e_homo_ev": -8.393,
  "symbols": ["H", "H", "S", "C", "H", "H", "H", "O", "H", "H", "C", "H", "H", "C", "C", "H", "C", "H", "N"],
  "coordinates": [[-1.902, 0.277, 1.822], [-0.331, -0.596, 1.854], [1.952, -0.184, -0.278], [-0.302, 0.917, 0.484], [-1.622, -2.126, 0.069], [-0.880, 1.873, 0.163], [-0.735, -0.804, -1.994], [1.849, -1.511, 0.669], [0.537, 1.244, 1.110], [3.183, 1.924, -0.375], [3.050, 1.049, 0.219], [0.416, -1.634, -0.992], [3.197, 1.084, 1.282], [-1.559, -0.991, 0.020], [-0.392, -0.894, -1.000], [-2.388, -0.447, -0.327], [-1.105, -0.239, 1.207], [2.209, -0.674, -1.653], [0.313, 0.366, -0.757]],
  "mulliken_charge": [0.3139, 0.2956, 0.4645, -0.6504, 0.3023, 0.2965, 0.3882, -0.5610, 0.3701, 0.3059, -0.9153, 0.4658, 0.3449, -0.4482, -0.7660, 0.3343, -0.5676, 0.2187, -0.1923]
}

Entry iii
{
  "formula": "C5H11NOS",
  "method": "the ωB97M-V functional and the def2-TZVPD basis",
  "lumo_energy_ev": 0.8,
  "gap_ev": 9.65,
  "e_homo_ev": -8.836,
  "symbols": ["H", "H", "H", "C", "C", "H", "C", "H", "N", "O", "H", "C", "H", "H", "C", "H", "S", "H", "H"],
  "coordinates": [[0.704, 2.424, 1.082], [-1.888, -0.004, -0.294], [1.610, 0.975, 1.834], [0.124, -2.633, -0.731], [1.031, 0.348, -0.729], [1.573, 1.361, -0.764], [-1.354, 0.769, 0.163], [-0.363, -1.752, -1.337], [2.075, -0.722, -0.279], [-0.139, -0.912, 0.973], [-1.887, 1.132, 1.005], [0.670, 1.346, 1.481], [0.692, 0.182, -1.703], [-0.601, -3.173, -0.207], [0.045, 0.425, 0.466], [0.755, -3.332, -1.367], [1.314, -1.825, 0.444], [0.048, 1.366, 2.377], [-1.369, 1.549, -0.567]],
  "mulliken_charge": [0.3381, 0.4299, 0.3875, -0.7200, -0.7619, 0.3345, -1.8887, 0.1593, -0.4173, -0.5082, 0.3887, -1.6805, 0.4301, 0.3386, 1.7109, 0.3049, 0.2985, 0.4286, 0.4269]
}

Which structure loses on stability? entry ii does.